# 1
This record from OMol25 describes a 2-piece molecular cluster, C4H13NOS2 overall. The level of theory is ωB97M-V/def2-TZVPD.

The geometry in XYZ format:
```
21
Properties=species:S:1:pos:R:3:nbo_charge:R:1
C 1.783 -3.052 0.140 -0.42
N 0.930 -1.746 0.275 -0.66
C 1.633 -0.819 1.173 -0.23
C 2.039 0.534 0.497 -0.43
C 0.879 1.083 -0.337 -0.50
S -0.586 1.756 0.718 0.02
S -2.332 0.967 -0.159 -0.12
H 1.588 -3.402 -0.889 0.20
H 1.301 -3.806 0.800 0.18
H 2.804 -2.860 0.367 0.20
H 0.143 -2.195 0.738 0.36
H 2.583 -1.266 1.533 0.18
H 0.970 -0.580 2.035 0.20
H 2.499 1.260 1.279 0.21
H 2.940 0.347 -0.108 0.21
H 1.183 1.981 -0.901 0.21
H 0.463 0.339 -1.032 0.27
H -2.689 1.880 -1.037 0.11
O -0.904 -0.969 -2.115 -0.96
H -0.498 -1.637 -1.551 0.49
H -1.699 -1.326 -2.516 0.47
```

The total charge is 0. For the HOMO-LUMO gap, the calculation gives 0.342 Ha. Its HOMO energy is -8.8 eV. The energy relative to the best compared isomer or geometry (same formula, charge and spin) comes out at 36.1 kcal per mole. As for the molar mass: 155.29 g/mol.


# 2
This record from OMol25 describes one molecule with the formula C6H15N. The level of theory is ωB97M-V/def2-TZVPD.

The geometry in XYZ format:
```
22
Properties=species:S:1:pos:R:3:nbo_charge:R:1
C 2.382 1.202 0.587 -0.59
C 1.893 0.595 -0.662 -0.40
C 1.119 -0.721 -0.449 -0.41
C -0.039 -0.871 0.535 -0.38
C -1.385 -0.114 0.205 -0.06
C -1.982 -0.351 -1.122 -0.62
N -2.366 -0.370 1.407 -0.87
H 1.439 1.326 1.277 0.20
H 2.709 2.178 0.409 0.21
H 3.176 0.442 1.066 0.20
H 2.676 0.397 -1.357 0.20
H 1.363 1.422 -1.254 0.19
H 1.813 -1.595 -0.192 0.20
H 0.756 -1.011 -1.351 0.20
H 0.251 -0.189 1.564 0.20
H -0.215 -1.942 0.724 0.22
H -1.153 0.939 0.148 0.18
H -1.370 -0.078 -1.922 0.21
H -2.187 -1.450 -1.349 0.20
H -2.935 0.349 -1.399 0.21
H -3.373 -0.641 1.159 0.36
H -2.574 0.484 1.976 0.36
```

The total charge is 0. For the HOMO-LUMO gap, the calculation gives 0.377 Ha. Its HOMO energy is -9.2 eV. The energy relative to the best compared isomer or geometry (same formula, charge and spin) comes out at 56.0 kcal per mole. As for the molar mass: 101.19 g/mol.


# 3
This record from OMol25 describes C3H9NiPS as an isolated structure. The level of theory is ωB97M-V/def2-TZVPD.

The geometry in XYZ format:
```
15
Properties=species:S:1:pos:R:3:nbo_charge:R:1
P 2.657 -0.001 -0.638 0.97
C 1.142 0.793 -0.028 -0.73
C -0.083 0.031 -0.586 -0.42
C -1.400 0.565 0.019 -0.50
S -2.450 -0.607 0.941 -0.06
H 3.124 -0.967 0.258 0.05
H 2.412 -0.701 -1.823 0.05
H 1.166 1.818 -0.402 0.29
H 1.195 0.803 1.060 0.28
H -0.114 0.165 -1.666 0.25
H 0.025 -1.037 -0.398 0.22
H -1.244 1.402 0.695 0.26
H -2.049 0.872 -0.796 0.27
H -2.267 -1.714 0.218 0.17
Ni -2.115 -1.423 3.147 0.88
```

The total charge is +2. For the HOMO-LUMO gap (alpha / beta), the calculation gives 0.351 / 0.228 Ha. The spin multiplicity is 3. Its HOMO energy (alpha / beta) is -17.8 / -17.3 eV. As for the molar mass: 166.84 g/mol.


# 4
This record from OMol25 describes C17H15BrEuO3 as an isolated structure. The level of theory is ωB97M-V/def2-TZVPD.

The geometry in XYZ format:
```
37
Properties=species:S:1:pos:R:3:nbo_charge:R:1
C 0.608 -1.227 -2.581 -0.38
C 1.620 -1.410 -1.574 -0.40
C 1.078 -2.256 -0.557 -0.37
H 2.620 -0.970 -1.585 0.22
C -0.239 -2.627 -0.948 -0.36
C -0.536 -1.996 -2.190 -0.36
H -1.437 -2.140 -2.792 0.22
H 0.700 -0.610 -3.482 0.24
H 1.617 -2.623 0.318 0.21
H -0.881 -3.333 -0.419 0.20
Eu -0.039 0.383 -0.472 1.35
Br -0.266 2.555 -2.109 -0.70
C -3.713 3.307 -3.225 -0.37
C -4.278 2.185 -3.901 -0.38
C -3.476 1.915 -5.052 -0.38
H -5.168 1.642 -3.603 0.16
C -2.418 2.872 -5.082 -0.37
C -2.575 3.741 -3.964 -0.34
H -1.935 4.577 -3.715 0.18
H -4.080 3.759 -2.311 0.17
H -3.646 1.131 -5.782 0.16
H -1.629 2.935 -5.823 0.17
O -0.300 -1.568 3.976 -0.69
C 0.966 -1.223 4.254 0.37
C 1.493 -1.643 5.487 -0.30
C 2.805 -1.358 5.811 -0.19
C 3.609 -0.646 4.913 -0.29
C 3.100 -0.226 3.682 -0.13
C 1.762 -0.460 3.358 -0.25
C 1.127 0.002 2.094 0.77
O 1.863 0.350 1.116 -0.71
O -0.174 -0.029 1.965 -0.80
H -0.541 -1.010 3.162 0.52
H 0.826 -2.193 6.145 0.21
H 3.189 -1.684 6.773 0.20
H 4.643 -0.429 5.164 0.20
H 3.705 0.307 2.947 0.23
```

The total charge is -2. For the HOMO-LUMO gap, the calculation gives 0.151 Ha. The spin multiplicity is 8. Its HOMO energy is 0.1 eV. As for the molar mass: 499.17 g/mol.


# 5
This record from OMol25 describes C40H20B5N4O40Y as an isolated structure. The level of theory is ωB97M-V/def2-TZVPD.

The geometry in XYZ format:
```
110
Properties=species:S:1:pos:R:3:mulliken_charge:R:1
Y -0.058 0.489 0.691 0.61
O 0.959 -6.613 -4.102 -0.61
C 0.799 -5.433 -4.092 0.64
O 0.212 -4.737 -3.118 -0.61
B -0.063 -3.380 -3.569 1.51
O 0.615 -3.255 -4.856 -0.49
C 1.110 -4.428 -5.237 0.55
O 1.699 -4.648 -6.249 -0.60
O 0.387 -2.330 -2.615 -0.80
C -0.615 -1.592 -2.260 0.24
O -0.607 -0.752 -1.394 0.76
C -1.892 -2.167 -2.902 0.04
O -1.537 -3.154 -3.689 -0.54
O -3.001 -1.784 -2.669 -0.57
O -6.041 1.621 -5.563 -0.59
C -5.633 1.945 -4.498 0.64
O -5.195 1.128 -3.532 -0.53
B -4.762 1.898 -2.382 0.95
O -5.172 3.281 -2.646 -0.59
C -5.623 3.369 -3.896 0.57
O -5.964 4.366 -4.445 -0.60
O -5.363 1.375 -1.128 -0.56
C -4.452 1.279 -0.198 0.48
O -4.596 1.047 0.968 -0.58
C -3.079 1.507 -0.883 0.16
O -3.283 1.801 -2.120 -0.32
O -2.001 1.477 -0.321 0.78
O 1.478 4.250 -2.555 -0.63
C 1.000 3.409 -3.269 0.21
O 0.814 3.496 -4.566 -0.52
B 0.086 2.339 -5.076 1.07
O -0.081 1.455 -3.849 -0.33
C 0.429 2.034 -2.812 0.38
O 0.490 1.634 -1.671 0.23
O 0.831 1.631 -6.110 -0.60
C 0.026 1.291 -7.113 0.54
O 0.291 0.672 -8.085 -0.58
C -1.336 1.983 -6.822 0.64
O -1.231 2.618 -5.648 -0.49
O -2.302 1.957 -7.515 -0.58
O 7.115 -4.487 -0.397 -0.62
C 5.923 -4.377 -0.435 0.51
O 5.138 -3.756 0.429 -0.59
B 3.726 -3.907 0.026 1.03
O 3.752 -4.664 -1.210 -0.43
C 5.004 -5.019 -1.517 0.58
O 5.351 -5.714 -2.410 -0.58
O 3.082 -2.563 -0.068 -0.54
C 2.042 -2.528 0.707 0.11
O 1.260 -1.605 0.796 0.46
C 1.979 -3.843 1.520 0.12
O 2.965 -4.589 1.105 -0.49
O 1.158 -4.067 2.356 -0.55
O 0.898 0.249 2.825 0.61
C 1.378 -0.006 3.909 0.11
O 1.118 -1.048 4.623 -0.47
B 1.860 -0.975 5.909 0.90
O 2.562 0.334 5.846 -0.55
C 2.334 0.910 4.702 0.09
O 2.698 1.983 4.317 -0.61
O 1.043 -1.007 7.113 -0.58
C 1.404 -2.026 7.892 0.59
O 1.003 -2.243 8.991 -0.58
C 2.456 -2.829 7.104 0.60
O 2.749 -2.147 6.002 -0.49
O 2.873 -3.905 7.400 -0.57
N -1.674 -1.365 1.142 1.69
C -2.791 -1.646 0.452 -0.37
C -3.464 -2.844 0.520 -1.44
C -3.078 -3.722 1.523 -0.74
C -2.004 -3.427 2.350 -1.42
C -1.350 -2.237 2.104 -0.17
H -3.043 -0.936 -0.319 0.44
H -4.367 -3.005 -0.048 0.63
H -3.540 -4.703 1.604 0.38
H -1.680 -4.107 3.121 0.59
H -0.507 -1.985 2.739 0.53
N 2.317 0.791 0.311 1.85
C 2.745 0.331 -0.872 0.26
C 3.913 0.675 -1.501 -1.76
C 4.824 1.469 -0.833 -0.61
C 4.453 1.897 0.443 -1.27
C 3.240 1.530 0.946 -0.50
H 2.086 -0.333 -1.421 0.62
H 4.091 0.321 -2.507 0.61
H 5.801 1.654 -1.257 0.47
H 5.184 2.405 1.057 0.52
H 3.007 1.789 1.975 0.28
N 0.214 2.939 0.866 1.54
C -0.062 3.891 0.000 -0.45
C 0.256 5.235 0.121 -1.19
C 0.770 5.651 1.338 -0.88
C 1.007 4.690 2.303 -1.06
C 0.720 3.369 2.036 0.07
H -0.572 3.622 -0.916 0.50
H 0.180 5.853 -0.759 0.52
H 1.009 6.695 1.505 0.41
H 1.481 4.962 3.237 0.57
H 0.964 2.661 2.817 0.21
N -1.694 1.390 2.552 1.33
C -1.921 0.695 3.657 0.01
C -2.811 1.074 4.656 -1.38
C -3.548 2.224 4.474 -0.71
C -3.326 2.964 3.324 -0.90
C -2.348 2.545 2.440 -0.39
H -1.478 -0.285 3.781 0.12
H -3.017 0.354 5.436 0.51
H -4.302 2.577 5.168 0.42
H -3.776 3.922 3.108 0.52
H -2.114 3.174 1.594 0.28
```

The total charge is -2. For the HOMO-LUMO gap, the calculation gives 0.312 Ha. Its HOMO energy is -6.0 eV. The energy relative to the best compared isomer or geometry (same formula, charge and spin) comes out at 0.0 kcal per mole. As for the molar mass: 1339.55 g/mol.


# 6
This record from OMol25 describes a 2-piece molecular cluster, C20H16N2O4S overall. The level of theory is ωB97M-V/def2-TZVPD.

The geometry in XYZ format:
```
43
Properties=species:S:1:pos:R:3:nbo_charge:R:1
C 6.258 2.549 0.959 -0.26
O 5.793 1.220 0.964 -0.47
C 4.400 1.075 0.960 0.37
C 3.875 -0.226 0.958 -0.26
C 2.523 -0.461 0.957 -0.13
C 1.615 0.608 0.962 -0.12
C 0.171 0.472 0.975 0.47
O -0.518 1.672 0.993 -0.42
C -1.900 1.651 0.989 0.42
C -2.630 0.437 0.985 -0.18
C -4.037 0.499 0.970 -0.11
C -4.690 1.712 0.966 -0.21
C -3.966 2.894 0.973 -0.14
C -2.591 2.862 0.981 -0.27
C -1.894 -0.767 0.982 0.04
C -0.522 -0.743 0.969 -0.32
C 2.143 1.906 0.959 -0.13
C 3.493 2.140 0.959 -0.31
H 7.348 2.536 0.958 0.21
H 5.913 3.063 0.062 0.18
H 5.915 3.070 1.852 0.18
H 4.575 -1.041 0.956 0.24
H 2.158 -1.472 0.953 0.23
H -4.604 -0.416 0.947 0.24
H -5.767 1.750 0.950 0.23
H -4.476 3.843 0.965 0.23
H -2.012 3.768 0.968 0.23
H -2.427 -1.704 0.982 0.27
H 0.022 -1.670 0.951 0.26
H 1.451 2.730 0.956 0.23
H 3.858 3.151 0.957 0.23
C -2.813 -2.794 -1.770 -0.59
C -2.368 -1.909 -2.768 0.60
O -2.983 -0.879 -3.039 -0.70
N -1.193 -2.246 -3.446 -0.62
C -0.489 -3.381 -3.190 0.30
S 0.891 -3.728 -4.039 -0.30
N -0.943 -4.221 -2.221 -0.62
C -2.093 -3.966 -1.472 0.60
O -2.457 -4.737 -0.587 -0.69
H -3.711 -2.570 -1.228 0.22
H -0.873 -1.596 -4.155 0.43
H -0.446 -5.078 -2.004 0.43
```

The total charge is 0. For the HOMO-LUMO gap, the calculation gives 0.144 Ha. Its HOMO energy is -6.6 eV. The energy relative to the best compared isomer or geometry (same formula, charge and spin) comes out at 0.0 kcal per mole. As for the molar mass: 380.42 g/mol.


# 7
This record from OMol25 describes C10H13Cl3N4S3SiZr as an isolated structure. The level of theory is ωB97M-V/def2-TZVPD.

The geometry in XYZ format:
```
35
Properties=species:S:1:pos:R:3:nbo_charge:R:1
Zr -0.833 1.928 -0.377 1.74
N 0.040 0.539 1.334 -0.89
C -0.058 -0.915 1.023 -0.24
C -1.386 -1.166 0.361 -0.24
N -1.469 -0.263 -0.823 -0.90
H 1.000 0.777 1.583 0.43
H -0.497 0.724 2.183 0.42
H 0.064 -1.524 1.918 0.25
H 0.758 -1.164 0.341 0.22
H -2.219 -0.927 1.023 0.23
H -1.476 -2.210 0.062 0.25
H -2.427 -0.265 -1.179 0.43
H -0.918 -0.656 -1.588 0.42
S -4.520 5.144 -3.359 0.12
C -3.724 4.483 -2.130 -0.16
S -4.594 3.510 -0.885 0.56
C -3.134 3.191 -0.109 -0.16
N -2.073 3.752 -0.660 -0.44
N -2.408 4.534 -1.745 -0.28
C -1.345 5.299 -2.325 0.17
C -1.296 5.570 -3.685 -0.24
C -0.243 6.323 -4.180 -0.18
C 0.746 6.806 -3.333 -0.19
C 0.676 6.539 -1.971 -0.18
C -0.371 5.789 -1.462 -0.27
S -2.719 2.115 1.201 -0.06
H -2.059 5.194 -4.349 0.25
H -0.206 6.540 -5.239 0.24
H 1.556 7.406 -3.725 0.24
H 1.417 6.946 -1.296 0.23
H -0.465 5.657 -0.390 0.23
Cl 1.341 3.151 -0.016 -0.37
Si 2.081 1.978 -2.060 1.07
Cl -0.629 1.990 -2.764 -0.37
Cl 2.560 3.624 -3.096 -0.34
```

The total charge is +2. For the HOMO-LUMO gap, the calculation gives 0.220 Ha. Its HOMO energy is -14.0 eV. The energy relative to the best compared isomer or geometry (same formula, charge and spin) comes out at 13.2 kcal per mole. As for the molar mass: 511.11 g/mol.


# 8
This record from OMol25 describes a 7-piece molecular cluster, C17H33N13O10 overall. The level of theory is ωB97M-V/def2-TZVPD.

The geometry in XYZ format:
```
73
Properties=species:S:1:pos:R:3:mulliken_charge:R:1
O -2.273 1.429 -0.618 -0.39
C -1.448 2.298 -0.617 0.04
O -0.100 2.026 -0.784 -0.25
C 0.334 2.218 -2.151 -0.45
C 0.053 1.002 -3.101 -0.94
N 0.945 -0.165 -2.896 0.20
C 2.355 0.039 -3.024 0.13
O 3.012 0.390 -3.961 -0.55
C 2.857 -0.270 -1.572 0.30
C 4.188 -0.103 -0.991 -0.78
C 4.323 -0.499 0.429 -0.32
C 3.188 -0.993 1.232 -1.06
C 1.862 -1.151 0.620 -0.29
C 1.729 -0.803 -0.777 0.69
C 0.508 -0.886 -1.730 -0.01
O -0.548 -1.432 -1.570 -0.76
H -1.751 3.367 -0.422 0.42
H 1.405 2.548 -2.123 0.33
H -0.257 3.091 -2.564 0.39
H 0.239 1.364 -4.155 0.37
H -1.016 0.685 -3.031 0.38
H 5.044 0.267 -1.598 0.44
H 5.320 -0.425 0.921 0.57
H 3.312 -1.256 2.306 0.67
H 0.961 -1.519 1.157 0.58
N 1.274 -2.850 5.445 -0.46
C 0.663 -2.787 4.231 0.61
N -0.501 -3.472 4.138 -0.29
O 1.130 -2.157 3.288 -0.54
H 0.909 -3.360 6.227 0.15
H 2.141 -2.354 5.549 0.21
H -0.979 -3.449 3.249 0.21
H -0.902 -3.996 4.892 0.15
N -3.069 -5.546 0.221 -0.40
C -2.237 -4.469 0.133 0.55
N -2.252 -3.831 -1.068 -0.27
O -1.533 -4.107 1.065 -0.60
H -3.656 -5.861 -0.529 0.15
H -3.085 -6.043 1.094 0.24
H -1.649 -3.029 -1.170 0.36
H -2.824 -4.113 -1.842 0.16
N 4.437 1.954 2.966 -0.28
C 5.704 2.332 2.652 0.64
N 6.122 3.487 3.242 -0.42
O 6.414 1.686 1.898 -0.61
H 3.836 2.468 3.582 0.16
H 4.095 1.104 2.548 0.16
H 7.054 3.797 3.033 0.23
H 5.555 4.033 3.864 0.15
N -5.860 1.363 -2.153 -0.33
C -6.023 2.565 -2.771 0.54
N -4.949 3.397 -2.678 -0.21
O -7.046 2.871 -3.358 -0.65
H -5.025 1.095 -1.664 0.17
H -6.629 0.717 -2.196 0.20
H -5.024 4.300 -3.122 0.12
H -4.101 3.159 -2.198 0.16
N 1.293 -7.685 1.644 -0.43
C 1.376 -6.451 2.221 0.70
N 1.643 -5.433 1.362 -0.23
O 1.222 -6.274 3.418 -0.64
H 1.416 -7.851 0.663 0.15
H 1.097 -8.462 2.249 0.23
H 1.709 -4.507 1.753 0.06
H 1.772 -5.554 0.375 0.16
N -3.263 6.924 -1.867 -0.32
C -3.744 7.494 -3.009 0.65
N -3.455 8.816 -3.153 -0.41
O -4.385 6.869 -3.836 -0.62
H -2.735 7.421 -1.174 0.17
H -3.458 5.949 -1.724 0.16
H -3.794 9.271 -3.983 0.22
H -2.930 9.349 -2.486 0.16
```

The total charge is 0. For the HOMO-LUMO gap, the calculation gives 0.328 Ha. Its HOMO energy is -9.2 eV. As for the molar mass: 579.53 g/mol.